Density functional theory data (ωB97M-V with the def2-TZVPD basis set) for C3H8N2 in the gas phase in a non-equilibrium geometry.

Results
**Structure (SMILES)**: NC1CNC1
**HOMO-LUMO gap**: 9.44 eV
**HOMO level**: -8.30 eV

ORCA input file:
```
! RIJCOSX wB97M-V def2-TZVPD def2/J DEFGRID3
* xyz 0 1
N 1.78 -0.05 -0.14
C 0.36 -0.03 0.29
C -0.56 -1.08 -0.21
N -1.67 -0.02 0.00
C -0.54 1.17 -0.32
H 2.37 -0.82 -0.14
H 2.39 0.79 0.02
H 0.46 0.38 1.42
H -0.53 -1.41 -1.14
H -0.73 -2.00 0.32
H -2.14 -0.09 0.88
H -0.62 1.10 -1.43
H -0.56 2.05 0.46
*
```